1.
{"formula": "C36H47GeN3PTc", "method": "ωB97M-V/def2-TZVPD", "elements": ["Tc", "C", "C", "C", "C", "C", "C", "N", "N", "C", "C", "C", "C", "C", "C", "H", "H", "H", "H", "H", "H", "H", "H", "H", "C", "C", "C", "C", "P", "N", "C", "C", "C", "C", "C", "C", "C", "C", "H", "H", "H", "H", "H", "H", "H", "H", "H", "H", "H", "H", "H", "H", "H", "H", "H", "H", "H", "H", "H", "H", "H", "H", "H", "H", "H", "Ge", "C", "C", "C", "C", "C", "C", "C", "C", "C", "C", "C", "C", "H", "H", "H", "H", "H", "H", "H", "H", "H", "H", "H"], "coordinates": [[-0.0594, -0.7051, 0.8027], [1.3146, 0.8766, 5.9956], [1.5676, 1.2975, 4.6971], [1.1588, 0.5017, 3.6395], [0.5062, -0.6964, 3.9004], [0.2398, -1.1255, 5.1904], [0.6551, -0.3258, 6.2410], [0.0769, -1.4437, 2.7521], [-0.2526, -2.6364, 2.8957], [-0.7871, -3.2106, 1.6975], [-1.1944, -4.5215, 1.7733], [-1.8038, -5.1021, 0.6553], [-2.0010, -4.3659, -0.5019], [-1.5837, -3.0324, -0.5898], [-0.9673, -2.4507, 0.5124], [1.6320, 1.4918, 6.8275], [2.0884, 2.2283, 4.5159], [1.3844, 0.8039, 2.6169], [-0.2917, -2.0514, 5.3645], [0.4555, -0.6349, 7.2587], [-1.0565, -5.0738, 2.6969], [-2.1436, -6.1292, 0.7045], [-2.4958, -4.8273, -1.3483], [-1.7540, -2.4692, -1.5003], [-2.6152, 2.7208, -3.0935], [-1.5515, 1.7794, -2.4967], [-0.1776, 2.1174, -3.1003], [-1.8546, 0.3217, -2.8926], [-1.4881, 1.9825, -0.6383], [-0.6416, 0.5750, -0.1722], [-3.1396, 1.8323, 0.2175], [-3.9721, 0.7471, -0.4866], [-2.9650, 1.3762, 1.6780], [-3.9103, 3.1674, 0.1805], [-0.4498, 3.4150, -0.0564], [-0.6375, 3.5850, 1.4615], [-0.8506, 4.7204, -0.7708], [1.0493, 3.1413, -0.2817], [-2.5340, 2.6474, -4.1820], [-2.4604, 3.7658, -2.8308], [-3.6310, 2.4388, -2.8287], [-0.2377, 1.8788, -4.1654], [0.6314, 1.5163, -2.6771], [0.0744, 3.1709, -3.0245], [-1.7335, 0.2621, -3.9775], [-2.8668, 0.0054, -2.6626], [-1.1444, -0.3800, -2.4530], [-3.4618, -0.2179, -0.5250], [-4.2825, 1.0277, -1.4882], [-4.8800, 0.6116, 0.1044], [-2.3357, 0.4879, 1.7792], [-3.9522, 1.0837, 2.0423], [-2.5888, 2.1471, 2.3401], [-4.0440, 3.5549, -0.8278], [-3.4529, 3.9379, 0.7959], [-4.9075, 2.9818, 0.5872], [-1.6223, 3.9517, 1.7329], [0.0860, 4.3336, 1.7924], [-0.4332, 2.6697, 2.0248], [-1.9055, 4.9639, -0.6621], [-0.5992, 4.7149, -1.8293], [-0.2837, 5.5340, -0.3104], [1.3734, 2.1833, 0.1284], [1.5955, 3.9206, 0.2545], [1.3519, 3.1922, -1.3214], [2.2626, -0.9826, -0.1269], [2.3601, -0.8981, -2.0470], [3.2507, 0.0156, -2.6277], [3.3702, 0.0979, -4.0312], [2.6027, -0.7198, -4.8489], [1.7195, -1.6308, -4.2802], [1.5930, -1.7207, -2.8803], [3.1810, -2.6717, 0.2328], [2.6133, -3.9384, -0.1443], [3.2603, -5.0974, 0.1668], [4.5265, -5.0365, 0.8027], [5.1233, -3.7940, 1.1469], [4.4806, -2.6301, 0.8357], [3.1471, 0.1274, 0.4671], [3.8754, 0.6458, -2.0049], [4.0689, 0.7971, -4.4750], [2.7010, -0.6574, -5.9240], [1.1302, -2.2761, -4.9212], [0.9010, -2.4427, -2.4585], [1.6624, -3.9759, -0.6635], [2.8328, -6.0599, -0.0825], [5.0664, -5.9544, 0.9984], [6.0857, -3.7816, 1.6415], [4.9455, -1.6787, 1.0621]], "atomic_forces_ev_per_a": [[-0.0735, 0.0787, -0.6006], [-0.0075, -0.0029, 0.1111], [-0.0022, -0.0527, -0.0879], [0.0663, 0.1939, 0.0212], [-0.1289, -0.1985, -0.6499], [-0.0270, -0.0461, 0.2328], [-0.0116, -0.0141, 0.0021], [0.1514, 0.2898, 0.9510], [-0.2944, -0.2355, -0.6754], [0.0719, -0.0524, 0.4620], [-0.1136, -0.3429, -0.0789], [0.0623, 0.0161, 0.2011], [-0.0230, 0.1844, -0.2402], [-0.0357, -0.3214, 0.1871], [0.2504, 0.2771, 0.2434], [-0.0104, -0.0186, -0.0062], [-0.0093, -0.0281, 0.0019], [-0.0058, -0.0203, -0.0027], [0.0286, 0.0192, -0.0044], [0.0159, 0.0149, -0.0310], [-0.0106, 0.0305, -0.0890], [0.0230, 0.0413, -0.0053], [0.0312, 0.0244, 0.0318], [-0.0113, -0.0006, 0.0517], [0.1287, -0.0744, -0.1685], [-0.0125, 0.0389, 0.0630], [-0.0417, -0.0210, -0.1286], [-0.0098, 0.0746, -0.1332], [0.2742, -0.5656, 0.1958], [-0.2864, 0.5866, -0.1431], [-0.0869, -0.0360, -0.0074], [-0.0400, -0.0394, 0.0573], [-0.1006, 0.0416, 0.0393], [-0.0140, -0.0951, 0.0074], [0.0453, 0.0502, 0.0344], [0.0638, 0.0096, 0.0433], [0.0799, -0.0164, 0.0903], [0.0382, 0.0481, 0.0362], [-0.0396, 0.0272, 0.0656], [0.0329, 0.0090, 0.0307], [0.0054, -0.0139, 0.0297], [0.0048, 0.0611, 0.0317], [-0.0717, 0.0035, 0.0787], [0.0299, 0.0128, 0.0222], [-0.0904, 0.0271, 0.0321], [0.0337, -0.0137, 0.0259], [0.0084, 0.0307, 0.0777], [0.0170, 0.0340, 0.0489], [-0.0139, 0.0264, -0.0252], [0.0198, -0.0001, -0.0536], [0.0114, -0.0559, -0.0431], [0.0319, 0.0661, 0.0016], [0.0273, 0.0377, 0.0012], [0.0130, -0.0138, -0.0375], [0.0283, 0.0116, -0.0064], [0.0558, -0.0019, -0.0114], [-0.0398, 0.0061, -0.0064], [-0.0578, -0.0190, -0.0104], [0.0194, 0.0199, -0.0684], [-0.0486, -0.0256, 0.0290], [-0.0116, -0.0084, 0.0025], [-0.0350, -0.0504, -0.0252], [-0.0579, 0.0003, 0.0413], [-0.0100, -0.0167, -0.0740], [-0.0228, 0.0168, -0.0717], [1.0511, -1.0391, 0.7489], [-0.4795, 0.4963, -0.6220], [-0.5746, -0.7481, 1.0671], [-0.0912, -0.2232, -1.6308], [0.0734, 0.0717, -0.1050], [0.4478, 0.3278, -1.4744], [0.5325, 0.5401, 1.5675], [0.3228, -0.9623, 0.1301], [0.1550, 2.2344, 0.5478], [1.7003, -0.5415, 0.5781], [-0.2921, 0.8181, -0.1044], [-0.2420, -2.0045, -0.4095], [-2.0005, 0.6602, -0.5009], [-0.1565, 0.1933, -0.1223], [-0.0338, 0.0474, -0.0042], [0.0116, 0.0018, 0.0139], [-0.0028, -0.0031, 0.0112], [0.0043, -0.0104, 0.0144], [0.0102, 0.0416, 0.0032], [-0.1679, 0.0131, 0.0983], [0.0551, 0.0122, -0.0445], [-0.0882, 0.0307, 0.1245], [0.0178, -0.0136, -0.0976], [-0.0668, 0.0481, 0.1132]], "gap_ev": [5.8547, 3.2541], "e_lumo_ev": [-10.107, -12.710], "homo_ev": [-15.96, -15.96], "spin_multiplicity": 4, "total_charge": 3}

***

2.
{"formula": "C36H47N12O3STi", "method": "ωB97M-V/def2-TZVPD", "elements": ["Ti", "O", "C", "C", "C", "C", "C", "C", "C", "O", "N", "N", "C", "C", "C", "C", "C", "C", "C", "O", "H", "H", "H", "H", "H", "H", "H", "H", "H", "H", "C", "C", "N", "C", "S", "N", "N", "C", "C", "C", "C", "C", "C", "C", "N", "H", "H", "H", "H", "H", "H", "H", "H", "H", "H", "H", "H", "H", "C", "N", "C", "C", "N", "C", "C", "N", "C", "C", "N", "C", "N", "C", "C", "C", "N", "C", "H", "H", "H", "H", "H", "H", "H", "H", "H", "H", "H", "H", "H", "H", "H", "H", "H", "H", "H", "H", "H", "H", "H", "H"], "coordinates": [[-0.2772, -0.0624, -0.0803], [-1.7486, 3.3232, 4.1968], [-0.4180, 3.1343, 4.2697], [0.2565, 3.7250, 5.3390], [1.6188, 3.5708, 5.4667], [2.3490, 2.8288, 4.5394], [1.6902, 2.2404, 3.4832], [0.3040, 2.3783, 3.3324], [-0.3622, 1.7287, 2.1990], [0.3729, 1.0271, 1.3934], [-1.6388, 1.8525, 1.9737], [-1.9523, 1.0770, 0.8658], [-3.2041, 1.0797, 0.5784], [-3.8093, 0.2172, -0.3978], [-5.1717, 0.3527, -0.6933], [-5.7994, -0.5386, -1.5369], [-5.0679, -1.5996, -2.0737], [-3.7279, -1.7716, -1.7817], [-3.0772, -0.8604, -0.9366], [-1.8090, -1.0380, -0.6344], [-2.0961, 2.8603, 3.4062], [-0.3150, 4.2981, 6.0525], [2.1257, 4.0392, 6.2982], [3.4173, 2.7195, 4.6460], [2.2254, 1.6669, 2.7402], [-3.8555, 1.7291, 1.1659], [-5.7257, 1.1695, -0.2486], [-6.8463, -0.4282, -1.7696], [-5.5566, -2.3089, -2.7261], [-3.1611, -2.5969, -2.1889], [5.7597, 0.1705, 1.2835], [5.4928, -0.3278, -0.1293], [4.3594, 0.3236, -0.7636], [3.0723, 0.0602, -0.4007], [1.8881, 1.1604, -0.9790], [2.8772, -1.0096, 0.3172], [1.5830, -1.1602, 0.7704], [1.5064, -1.8775, 1.8364], [2.6662, -2.5078, 2.5393], [0.1606, -2.0660, 2.4014], [-0.0701, -2.8604, 3.5214], [-1.3694, -3.0279, 3.9675], [-2.3945, -2.4112, 3.2738], [-2.0779, -1.6328, 2.1721], [-0.8310, -1.4425, 1.7503], [6.5809, -0.3822, 1.7392], [4.8757, 0.0429, 1.9058], [6.0288, 1.2256, 1.2826], [5.3053, -1.4030, -0.1298], [6.3583, -0.1535, -0.7715], [4.5090, 1.2486, -1.1356], [3.5930, -2.3156, 2.0118], [2.5143, -3.5843, 2.6258], [2.7410, -2.1117, 3.5533], [0.7508, -3.3381, 4.0313], [-1.5745, -3.6358, 4.8362], [-3.4261, -2.5199, 3.5703], [-2.8577, -1.1512, 1.6061], [-3.4158, 1.6853, -3.5750], [-2.5691, 2.6241, -2.8477], [-3.1801, 3.9146, -2.5476], [-2.2450, 4.5135, -1.5110], [-1.4711, 3.3716, -1.0535], [-0.2269, 3.7110, -0.3966], [-1.6227, 2.3100, -1.9022], [-0.9294, 1.1975, -1.8235], [-0.9402, 0.3496, -3.0254], [0.3238, -0.4820, -3.1154], [0.4855, -1.2682, -1.8976], [1.2830, -2.3009, -1.9813], [1.2308, -3.3675, -1.1263], [0.0189, -3.8364, -0.5058], [2.2576, -4.3451, -1.4258], [2.9846, -3.7461, -2.6319], [2.2339, -2.5317, -2.9285], [2.8777, -1.5280, -3.7583], [-4.3056, 2.2301, -3.8850], [-3.7291, 0.8541, -2.9486], [-2.9367, 1.3028, -4.4734], [-4.1893, 3.7615, -2.1499], [-3.2575, 4.5233, -3.4500], [-2.7787, 4.9820, -0.6812], [-1.5754, 5.2625, -1.9495], [0.4211, 4.2812, -1.0714], [0.3076, 2.8251, -0.0752], [-0.4472, 4.3176, 0.4832], [-0.9814, 0.9841, -3.9161], [-1.8096, -0.3115, -3.0370], [1.1697, 0.1927, -3.2860], [0.2300, -1.1461, -3.9833], [-0.7025, -3.0301, -0.4331], [0.2314, -4.2163, 0.4964], [-0.4233, -4.6525, -1.0916], [1.7937, -5.3069, -1.6663], [2.9252, -4.4924, -0.5727], [2.9910, -4.4174, -3.4927], [4.0181, -3.4846, -2.3910], [3.8124, -1.9547, -4.1166], [3.1065, -0.6292, -3.1918], [2.2729, -1.2732, -4.6285]], "atomic_forces_ev_per_a": [[0.7671, 0.3432, -0.0379], [0.0230, -0.0005, -0.0009], [-0.1050, 0.0145, 0.0257], [-0.0306, -0.0553, -0.0881], [0.0350, 0.0190, 0.0146], [-0.0454, -0.0411, -0.0478], [-0.0813, 0.0145, -0.0056], [-0.1749, 0.0463, -0.0453], [0.0770, 0.0683, 0.0381], [0.2168, -0.1067, 0.1569], [0.1827, -0.0289, 0.0122], [-0.3830, 0.1258, 0.0366], [0.0618, 0.0656, 0.0716], [-0.0240, -0.1086, -0.0876], [0.0059, -0.0847, -0.1089], [0.0468, 0.0535, 0.0403], [0.0977, -0.0389, -0.0003], [-0.1268, 0.2016, 0.0948], [0.1481, 0.0288, -0.0045], [-0.5983, -0.4016, -0.2003], [0.0615, 0.0065, 0.0160], [-0.0560, 0.0480, 0.0446], [0.0345, 0.0209, 0.0540], [0.0730, -0.0031, 0.0052], [0.0506, -0.0399, -0.0440], [0.0710, -0.0472, -0.0486], [-0.0319, 0.0411, 0.0304], [-0.0959, 0.0111, -0.0179], [-0.0537, -0.0369, -0.0488], [0.0339, -0.0402, -0.0056], [0.0351, -0.0292, 0.0181], [0.1172, -0.1307, -0.0611], [-0.1359, 0.0393, -0.0685], [0.3301, 0.1707, -0.2028], [-0.2514, -0.0769, 0.1113], [-0.3357, -0.0131, 0.0773], [0.3724, -0.0876, 0.0722], [-0.2634, -0.0171, 0.0099], [0.0459, 0.0523, -0.0592], [0.0963, -0.0040, -0.0213], [-0.0403, 0.1300, -0.1434], [0.0160, 0.0539, -0.0625], [0.0229, 0.0455, -0.0689], [-0.0166, -0.0411, 0.1111], [0.1185, -0.0999, -0.0277], [0.0325, -0.0268, -0.0024], [-0.0550, -0.0214, 0.0247], [0.0000, 0.0725, -0.0203], [0.0053, 0.0695, 0.0274], [-0.0065, -0.0059, 0.0548], [-0.0222, -0.0786, -0.0414], [-0.0479, -0.0002, 0.0059], [-0.0027, -0.0577, -0.0194], [0.0148, 0.0319, 0.0445], [0.0403, -0.0133, 0.0031], [-0.0195, -0.0354, 0.0487], [-0.0536, -0.0092, 0.0198], [-0.0318, 0.0049, -0.0063], [-0.0531, 0.0040, -0.0527], [0.2251, -0.0391, 0.0692], [-0.0574, 0.0926, -0.0388], [-0.1052, 0.1535, 0.0192], [-0.1179, -0.2166, -0.0668], [0.1016, -0.0821, 0.1430], [0.0168, 0.1882, -0.0667], [-0.1255, -0.0426, 0.1525], [0.0768, -0.0412, -0.1431], [-0.1258, 0.2701, -0.0910], [0.0886, -0.1523, 0.1527], [-0.2422, -0.0925, 0.0355], [0.1668, 0.3094, -0.0112], [-0.1333, -0.0081, 0.0767], [0.0446, -0.0917, -0.0717], [0.0976, -0.0815, -0.0330], [-0.1249, -0.1205, 0.0418], [0.1806, -0.0387, -0.0980], [-0.0099, -0.0275, 0.0155], [-0.0285, -0.0676, 0.0178], [-0.0300, 0.0169, 0.0186], [0.0451, 0.0012, 0.0163], [-0.0261, -0.0130, 0.0633], [0.0532, -0.0046, -0.0547], [-0.0130, -0.0536, -0.0054], [0.0026, -0.0051, 0.0132], [-0.0322, 0.0603, -0.0204], [0.0002, -0.0070, -0.0377], [0.0617, -0.0851, 0.0738], [0.0735, -0.0113, -0.0239], [-0.2705, -0.0882, 0.0411], [-0.0696, 0.0795, 0.0688], [-0.0294, 0.0508, -0.0215], [-0.0142, 0.0092, 0.0010], [0.0168, 0.0126, 0.0215], [0.0224, 0.0367, 0.0066], [-0.0297, -0.0169, -0.0325], [0.0376, 0.0133, 0.0297], [-0.0212, -0.0279, 0.0060], [0.0153, 0.0305, 0.0055], [0.0618, 0.0923, 0.0565], [0.1266, -0.0036, 0.0503]], "gap_ev": 6.7472, "e_lumo_ev": -3.357, "homo_ev": -10.10, "total_charge": 1}